Entry from the Open Molecules 2025 dataset: a 8-piece molecular cluster, C65H136N7O9 overall at a distorted geometry (wB97M-V/def2-TZVPD).

Output
Energy above the lowest of the compared OMol25 structures with the same formula, charge and spin (eV): 5.946
HOMO-LUMO gap (eV): 5.92
Net charge: -1
Max |F| (eV/Å): 4.48

The geometry in XYZ format:
```
217
C65H136N7O9 | the Open Molecules 2025 dataset | wB97M-V/def2-TZVPD
C -1.118 1.062 0.536
C -1.401 -0.136 1.440
O -0.556 -0.949 1.904
O -2.563 -0.446 1.606
H -0.545 0.749 -0.337
H -0.514 1.867 0.954
H -2.073 1.508 0.257
C 5.487 1.959 2.888
C 4.138 2.172 3.594
C 2.881 2.256 2.605
C 2.514 0.889 2.062
C 2.275 -0.098 3.201
C 3.430 -0.163 4.276
N 3.939 1.144 4.629
O 4.910 1.026 5.575
C 2.618 -0.851 5.475
C 4.446 -1.173 3.818
C 4.096 3.588 4.179
H 5.871 2.648 2.136
H 5.303 1.009 2.386
H 6.297 1.712 3.574
H 2.050 2.661 3.183
H 3.068 2.792 1.675
H 3.272 0.494 1.387
H 1.678 1.089 1.391
H 2.312 -1.074 2.717
H 1.269 -0.128 3.618
H 3.211 -0.864 6.390
H 1.747 -0.355 5.904
H 2.258 -1.830 5.158
H 3.935 -2.133 3.747
H 4.997 -0.987 2.896
H 5.192 -1.255 4.609
H 4.720 3.457 5.063
H 3.114 3.955 4.479
H 4.559 4.243 3.442
H 4.359 1.073 6.359
C 6.704 2.202 -3.158
C 5.869 1.258 -2.312
C 5.720 2.041 -0.931
C 4.638 3.114 -1.076
C 3.276 2.462 -1.520
C 3.348 1.823 -2.878
N 4.521 0.948 -2.927
O 4.596 0.213 -4.135
C 2.116 1.016 -2.946
C 3.311 2.941 -3.982
C 6.600 -0.040 -1.930
H 7.698 2.487 -2.814
H 6.225 3.080 -3.590
H 6.901 1.780 -4.144
H 5.272 1.300 -0.269
H 6.582 2.547 -0.494
H 5.066 3.913 -1.681
H 4.466 3.578 -0.105
H 2.616 3.317 -1.664
H 2.903 1.758 -0.776
H 2.104 0.282 -3.752
H 1.881 0.465 -2.036
H 1.213 1.584 -3.173
H 2.341 3.438 -3.955
H 4.067 3.718 -3.868
H 3.494 2.418 -4.921
H 6.945 -0.372 -2.909
H 6.018 -0.818 -1.437
H 7.445 0.108 -1.256
H 4.514 -0.725 -3.946
C -1.582 -6.559 2.653
C -1.482 -6.465 1.071
C -2.771 -7.167 0.693
C -3.183 -6.848 -0.760
C -3.364 -5.315 -0.868
C -2.012 -4.518 -0.603
N -1.549 -4.978 0.760
O -0.394 -4.395 1.219
C -0.986 -4.782 -1.719
C -2.441 -3.013 -0.591
C -0.253 -7.240 0.603
H -1.574 -7.583 3.026
H -2.476 -6.083 3.056
H -0.683 -6.166 3.128
H -2.527 -8.217 0.856
H -3.589 -7.073 1.407
H -4.145 -7.359 -0.775
H -2.501 -7.279 -1.493
H -4.209 -5.077 -0.221
H -3.635 -5.115 -1.905
H -0.839 -5.842 -1.927
H -1.209 -4.292 -2.667
H -0.009 -4.437 -1.379
H -3.302 -2.737 0.018
H -1.720 -2.255 -0.283
H -2.745 -2.757 -1.606
H -0.668 -8.099 0.076
H 0.446 -7.536 1.385
H 0.268 -6.757 -0.225
H 0.243 -4.752 0.595
C -0.145 8.761 -0.703
C -0.706 7.450 -1.296
C 0.485 6.467 -1.585
C 0.116 5.010 -1.870
C -0.567 4.478 -0.643
C -1.913 5.315 -0.269
N -1.599 6.740 -0.260
O -2.671 7.543 0.146
C -3.085 5.068 -1.294
C -2.266 4.751 1.139
C -1.365 7.822 -2.693
H -0.997 9.431 -0.588
H 0.625 9.294 -1.261
H 0.185 8.656 0.331
H 0.913 6.876 -2.500
H 1.263 6.374 -0.828
H 0.962 4.459 -2.280
H -0.601 4.951 -2.688
H 0.136 4.484 0.190
H -0.843 3.438 -0.817
H -3.327 4.008 -1.216
H -3.911 5.673 -0.921
H -2.937 5.355 -2.336
H -1.771 5.175 2.013
H -3.353 4.741 1.227
H -2.071 3.681 1.202
H -1.483 7.007 -3.408
H -0.825 8.525 -3.328
H -2.389 8.179 -2.586
H -2.629 7.632 1.101
C 4.264 -2.600 0.027
C 3.010 -3.073 -0.765
C 3.025 -2.612 -2.264
C 3.991 -3.385 -3.171
C 3.440 -4.791 -3.146
C 3.380 -5.447 -1.701
N 2.696 -4.526 -0.754
O 2.387 -5.055 0.472
C 2.476 -6.647 -1.962
C 4.808 -5.801 -1.249
C 1.737 -2.255 -0.140
H 4.395 -3.157 0.954
H 4.199 -1.573 0.388
H 5.205 -2.896 -0.436
H 2.008 -2.509 -2.643
H 3.431 -1.601 -2.263
H 5.043 -3.413 -2.887
H 3.995 -3.043 -4.206
H 3.963 -5.339 -3.930
H 2.441 -4.674 -3.565
H 1.436 -6.343 -2.081
H 2.756 -7.147 -2.889
H 2.556 -7.473 -1.255
H 4.895 -6.358 -0.317
H 5.313 -6.442 -1.971
H 5.446 -4.917 -1.228
H 1.780 -1.171 -0.245
H 1.682 -2.599 0.892
H 0.817 -2.506 -0.669
H 3.211 -5.057 0.964
C -1.791 1.181 -3.663
C -3.363 0.901 -3.886
C -4.147 2.138 -4.296
C -5.555 1.811 -4.816
C -5.366 0.818 -5.976
C -4.639 -0.467 -5.690
N -3.412 -0.137 -4.944
O -2.605 -1.283 -4.784
C -5.630 -1.426 -4.981
C -4.322 -1.089 -7.098
C -3.924 0.382 -2.561
H -1.794 2.000 -2.943
H -1.391 1.787 -4.476
H -1.150 0.399 -3.256
H -4.312 2.865 -3.500
H -3.653 2.626 -5.135
H -5.866 2.745 -5.286
H -6.222 1.427 -4.044
H -4.924 1.264 -6.866
H -6.396 0.618 -6.271
H -5.020 -2.081 -4.359
H -6.464 -0.861 -4.564
H -6.161 -2.147 -5.602
H -3.670 -0.473 -7.716
H -3.884 -2.087 -7.094
H -5.260 -1.184 -7.646
H -3.839 1.097 -1.743
H -3.487 -0.563 -2.237
H -4.959 0.065 -2.435
H -2.179 -1.272 -5.644
C -6.225 0.236 6.311
C -5.294 0.109 5.054
C -5.102 1.538 4.321
C -4.204 2.553 5.090
C -2.803 1.975 5.145
C -2.843 0.585 5.890
N -3.867 -0.317 5.346
O -3.723 -1.661 5.734
C -1.445 -0.068 5.615
C -2.962 0.716 7.482
C -5.936 -0.930 3.997
H -6.161 1.204 6.808
H -5.917 -0.475 7.078
H -7.263 0.005 6.075
H -4.693 1.372 3.324
H -6.089 1.962 4.138
H -4.607 2.839 6.062
H -4.254 3.538 4.626
H -2.070 2.602 5.652
H -2.373 1.847 4.151
H -0.788 0.752 5.904
H -1.209 -0.906 6.272
H -1.285 -0.350 4.575
H -3.873 1.310 7.550
H -3.071 -0.271 7.931
H -2.061 1.232 7.815
H -5.356 -1.033 3.080
H -6.984 -0.813 3.723
H -5.838 -1.904 4.478
H -4.071 -1.685 6.628
```

Entry from the Open Molecules 2025 dataset: C65H51N7O5SW as an isolated structure at a distorted geometry (wB97M-V/def2-TZVPD).

Output
Expectation value of S²: 2.114
HOMO-LUMO gap (alpha / beta) (eV): 5.18 / 5.41
Net charge: 0
2S+1: 3
Max |F| (eV/Å): 1.93

The geometry in XYZ format:
```
130
C65H51N7O5SW | the Open Molecules 2025 dataset | wB97M-V/def2-TZVPD
W 0.775 0.352 -0.468
C 6.585 2.375 7.442
O 6.697 2.576 6.050
C 5.626 2.266 5.277
C 5.788 2.477 3.906
C 4.767 2.167 3.037
C 3.556 1.642 3.499
C 3.406 1.448 4.858
C 4.425 1.765 5.753
C 2.529 1.214 2.460
C 2.209 2.334 1.509
C 1.416 4.751 1.229
C 0.903 4.691 -0.004
C 0.710 3.571 -0.893
N 1.228 2.323 -0.695
C -0.040 3.688 -2.042
C -0.368 2.538 -2.797
C -1.061 2.609 -4.043
C -1.136 1.344 -4.530
C -0.505 0.498 -3.571
C -0.328 -0.866 -3.727
C -0.700 -1.475 -5.041
C 0.253 -1.444 -6.054
C 0.032 -2.051 -7.282
C -1.173 -2.706 -7.511
O -1.475 -3.363 -8.664
C -0.397 -3.702 -9.515
C -2.149 -2.710 -6.520
C -1.915 -2.099 -5.300
C 0.390 -1.687 -2.857
N 1.215 -1.293 -1.791
C 2.026 -2.408 -1.544
C 3.181 -2.484 -0.763
C 4.113 -3.599 -1.065
C 4.564 -4.524 -0.122
C 5.380 -5.577 -0.488
C 5.778 -5.738 -1.812
O 6.524 -6.837 -2.091
C 6.670 -7.196 -3.450
C 5.390 -4.795 -2.757
C 4.572 -3.744 -2.377
C 3.468 -1.580 0.266
C 4.412 -1.742 1.290
C 4.141 -0.767 2.230
C 3.071 -0.009 1.745
N 2.674 -0.486 0.532
C 1.559 -3.514 -2.309
C 0.556 -3.071 -3.109
N -0.068 1.231 -2.500
C -0.332 5.028 -2.625
C 0.567 5.535 -3.557
C 0.371 6.770 -4.160
C -0.743 7.528 -3.822
O -1.039 8.741 -4.353
C -0.210 9.218 -5.393
C -1.639 7.041 -2.873
C -1.434 5.808 -2.283
H 7.556 2.629 7.859
H 6.358 1.333 7.683
H 5.821 3.023 7.881
H 6.734 2.866 3.551
H 4.909 2.312 1.971
H 2.485 1.029 5.242
H 4.267 1.606 6.811
H 1.393 5.724 1.712
H 0.515 5.617 -0.409
H -1.443 3.517 -4.480
H -1.576 1.011 -5.457
H 1.195 -0.941 -5.873
H 0.794 -2.008 -8.047
H -0.791 -4.423 -10.225
H 0.424 -4.151 -8.950
H -0.017 -2.834 -10.062
H -3.086 -3.210 -6.730
H -2.680 -2.130 -4.534
H 4.232 -4.456 0.906
H 5.705 -6.313 0.235
H 7.155 -8.168 -3.452
H 7.297 -6.486 -3.996
H 5.697 -7.272 -3.943
H 5.711 -4.873 -3.787
H 4.276 -3.015 -3.119
H 5.190 -2.485 1.339
H 4.649 -0.622 3.168
H 1.941 -4.516 -2.214
H -0.012 -3.641 -3.825
H 1.441 4.950 -3.817
H 1.092 7.127 -4.883
H -0.653 10.154 -5.723
H -0.176 8.518 -6.232
H 0.807 9.408 -5.039
H -2.495 7.651 -2.615
H -2.140 5.443 -1.546
C 0.249 -1.959 1.593
N 0.287 -0.497 1.388
C 0.165 0.278 2.522
C 1.103 1.119 3.001
C 0.714 2.324 3.754
C 1.160 3.516 3.355
C 2.020 3.692 2.104
N 1.821 1.867 0.390
C -1.068 -2.704 1.668
C -2.026 -2.417 2.635
C -3.195 -3.160 2.720
C -3.413 -4.221 1.855
C -2.451 -4.534 0.905
C -1.293 -3.779 0.813
H 0.794 -2.160 2.522
H 0.841 -2.415 0.794
H -0.791 0.267 3.053
H 0.039 2.238 4.600
H 0.910 4.425 3.889
H 2.999 4.068 2.430
H -1.862 -1.609 3.338
H -3.927 -2.915 3.480
H -4.328 -4.796 1.917
H -2.596 -5.378 0.243
H -0.556 -4.015 0.052
O -0.930 1.722 0.370
N -2.130 1.305 0.731
C -2.766 2.041 1.666
C -4.040 1.750 2.065
C -4.688 0.660 1.474
C -4.020 -0.092 0.543
C -2.700 0.210 0.162
S -1.848 -0.740 -0.960
H -2.183 2.862 2.058
H -4.525 2.360 2.812
H -5.697 0.394 1.760
H -4.476 -0.956 0.082
```

Entry from the Open Molecules 2025 dataset: C65H52GeN14O5RuSSe as an isolated structure (wB97M-V/def2-TZVPD).

Output
Energy above the lowest of the compared OMol25 structures with the same formula, charge and spin (eV): 0.000
Expectation value of S²: 8.757
HOMO-LUMO gap (alpha / beta) (eV): 7.33 / 6.34
Net charge: +1
2S+1: 6
Max |F| (eV/Å): 0.29

The geometry in XYZ format:
```
140
C65H52GeN14O5RuSSe | the Open Molecules 2025 dataset | wB97M-V/def2-TZVPD
Ru -0.182 -0.679 0.278
C -6.430 0.342 4.424
C -4.989 -0.047 4.237
C -4.532 -1.308 4.606
C -3.199 -1.660 4.450
C -2.310 -0.733 3.932
C -2.741 0.535 3.562
C -4.077 0.865 3.705
S -0.606 -1.189 3.830
O -0.560 -2.596 3.520
O 0.047 -0.742 5.029
N -0.012 -0.427 2.530
C 0.479 0.858 2.459
C 0.604 1.762 3.619
C 0.952 3.048 3.546
C 1.361 3.800 2.322
C 1.308 2.372 0.716
N 0.790 1.135 1.233
H -7.064 -0.531 4.572
H -6.803 0.901 3.566
H -6.539 0.982 5.302
H -5.226 -2.030 5.017
H -2.850 -2.646 4.725
H -2.055 1.255 3.136
H -4.416 1.849 3.400
H 0.381 1.327 4.580
H 0.994 3.596 4.481
H 1.603 4.836 2.547
H 1.494 2.254 -0.349
C 0.089 -2.004 -5.403
N -0.377 -1.880 -4.028
C 0.206 -1.270 -3.000
N -0.439 -1.566 -1.886
C -1.444 -2.382 -2.310
N -1.431 -2.602 -3.600
C 0.791 -3.326 -5.614
C 0.330 -4.236 -6.552
C 0.971 -5.460 -6.713
C 2.062 -5.787 -5.930
C 2.524 -4.875 -4.982
C 1.892 -3.649 -4.833
C 3.667 -5.220 -4.141
N 4.345 -6.314 -4.109
N 5.321 -6.147 -3.141
C 5.162 -4.964 -2.658
O 4.123 -4.309 -3.240
C 5.921 -4.294 -1.605
C 6.997 -4.943 -1.002
C 7.696 -4.306 0.007
C 7.324 -3.034 0.428
C 6.259 -2.384 -0.174
C 5.810 -1.017 0.288
N 4.407 -1.050 0.679
C 3.335 -0.682 -0.024
N 2.240 -1.072 0.603
C 2.716 -1.692 1.721
N 4.025 -1.708 1.790
C 5.564 -3.017 -1.197
H 0.752 -1.160 -5.595
H -0.777 -1.917 -6.055
H 1.048 -0.604 -3.096
H -2.183 -2.806 -1.654
H -0.536 -3.995 -7.156
H 0.607 -6.164 -7.449
H 2.565 -6.739 -6.036
H 2.261 -2.948 -4.093
H 7.266 -5.938 -1.330
H 8.529 -4.807 0.481
H 7.862 -2.552 1.235
H 5.902 -0.277 -0.508
H 6.392 -0.681 1.142
H 3.388 -0.128 -0.948
H 2.078 -2.127 2.473
H 4.729 -2.519 -1.677
Se -3.097 -7.909 2.653
N -3.826 -6.301 2.443
C -2.907 -5.531 1.925
C -3.120 -4.126 1.595
C -4.372 -3.525 1.714
C -4.505 -2.200 1.379
C -3.378 -1.500 0.958
N -2.183 -2.067 0.821
C -2.047 -3.369 1.125
C -0.743 -4.000 0.861
N 0.220 -3.227 0.341
C 1.344 -3.806 -0.061
C 1.607 -5.162 0.089
C 0.652 -5.950 0.692
C -0.553 -5.368 1.074
C -1.634 -6.147 1.666
N -1.532 -7.412 1.973
H -5.207 -4.117 2.065
H -5.452 -1.685 1.456
H -3.433 -0.447 0.731
H 2.078 -3.163 -0.526
H 2.547 -5.571 -0.253
H 0.804 -7.008 0.858
O -0.523 1.167 -1.340
C -1.564 1.448 -0.703
O -1.878 0.779 0.339
C -2.533 2.515 -1.149
C -1.922 3.705 -1.891
Ge -1.294 5.159 -0.713
C -2.566 5.342 0.759
C -2.133 5.505 2.074
C -3.041 5.592 3.122
C -4.403 5.517 2.865
C -4.852 5.367 1.560
C -3.939 5.281 0.518
C 0.429 4.672 0.072
C 0.415 3.578 1.103
C 2.459 3.007 1.539
C 3.349 3.903 0.734
C 2.939 4.863 -0.097
C 1.548 5.215 -0.426
C -1.095 6.793 -1.743
C -1.149 6.785 -3.135
C -0.986 7.960 -3.858
C -0.766 9.157 -3.194
C -0.711 9.180 -1.807
C -0.875 8.005 -1.088
H -3.096 2.823 -0.267
H -3.248 1.990 -1.793
H -2.667 4.138 -2.561
H -1.090 3.371 -2.513
H -1.071 5.569 2.290
H -2.686 5.722 4.137
H -5.112 5.586 3.680
H -5.914 5.323 1.354
H -4.308 5.167 -0.496
H -0.602 3.290 1.375
H 3.037 2.307 2.143
H 4.416 3.773 0.875
H 3.701 5.450 -0.597
H 1.442 5.993 -1.176
H -1.319 5.857 -3.669
H -1.032 7.940 -4.940
H -0.641 10.074 -3.756
H -0.543 10.114 -1.286
H -0.836 8.035 -0.004
```